--- A ---
ORCA calculation (wB97M-V/def2-TZVPD) on a single C5H10S2 molecule.

Properties
Multiplicity: 1
HOMO energy (spin up / spin down) (eV): -7.16 / -7.34
Gap between HOMO and LUMO (spin up / spin down) (Ha): 0.25129 / 0.26817
Molecular weight (g mol⁻¹): 134.27

Last columns: bonded neighbours and bond lengths (Å).
CARTESIAN COORDINATES (ANGSTROEM)
1 C 2.53700 -0.93161 0.00519  C3 1.459, S6 1.719, H8 1.127
2 C -0.79854 -1.17280 0.85579  S6 1.939, S7 1.637, H9 1.178
3 C 3.59737 0.04897 -0.19825  C1 1.459, H10 1.071, H11 1.204, H12 1.170
4 C -2.69442 1.23008 0.29950  C5 1.463, H13 1.121, H14 1.201, H15 1.026
5 C -2.33022 0.37340 -0.82922  C4 1.463, S7 1.891, H16 1.112, H17 1.132
6 S 0.84265 -0.64240 -0.02916  C1 1.719, C2 1.939
7 S -2.13565 -1.34818 -0.07217  C2 1.637, C5 1.891
8 H 2.88321 -1.99023 0.17618  C1 1.127
9 H -0.67142 -2.10403 1.56517  C2 1.178
10 H 4.38881 -0.35786 -0.79351  C3 1.071
11 H 4.11789 0.42844 0.81924  C3 1.204
12 H 3.18773 1.03610 -0.67515  C3 1.170
13 H -2.83674 2.26280 -0.11258  C4 1.121
14 H -3.68919 0.94378 0.90906  C4 1.201
15 H -1.94889 1.40192 0.98260  C4 1.026
16 H -1.33700 0.60678 -1.27051  C5 1.112
17 H -3.11260 0.21485 -1.63218  C5 1.132


--- B ---
ORCA calculation (wB97M-V/def2-TZVPD) on a 2-piece molecular cluster, C5H10S2 overall.

Properties
Multiplicity: 1
HOMO energy (eV): -8.31
Gap between HOMO and LUMO (Ha): 0.32743
Molecular weight (g mol⁻¹): 134.27

Last columns: bonded neighbours and bond lengths (Å).
CARTESIAN COORDINATES (ANGSTROEM)
1 C -0.22654 0.72910 -2.25311  C2 1.302, H8 1.064, H9 1.085
2 C 0.46559 0.05029 -1.38337  C1 1.302, H10 1.111
3 C 1.43679 0.56704 1.23299  C5 1.497, H11 1.060, H12 1.062, H13 1.148
4 C -1.11921 0.47949 1.10220  C5 1.478, H14 1.073, H15 1.081, H16 1.028
5 C 0.18933 -0.13647 0.79766  C3 1.497, C4 1.478, S7 1.808
6 S -1.36344 -2.42588 -0.00903  S7 2.017, H17 1.391
7 S 0.21771 -1.91269 1.13285  C5 1.808, S6 2.017
8 H 0.01606 0.77192 -3.28770  C1 1.064
9 H -1.08758 1.38898 -2.26138  C1 1.085
10 H 1.27660 -0.70369 -1.47312  C2 1.111
11 H 1.30301 1.61813 1.21718  C3 1.060
12 H 1.75400 0.30353 2.21185  C3 1.062
13 H 2.20797 0.28610 0.43044  C3 1.148
14 H -1.30956 1.48494 0.78034  C4 1.073
15 H -1.18232 0.48827 2.18152  C4 1.081
16 H -1.86260 -0.13420 0.74407  C4 1.028
17 H -0.71581 -2.85486 -1.16341  S6 1.391


Which of them is the most stable? Correct choice: B.


--- A ---
ORCA calculation (wB97M-V/def2-TZVPD) on a single CH5NOP2 molecule.

Properties
Multiplicity: 1
HOMO energy (eV): -8.67
Structure (SMILES): [H]/P=N/POC
Gap between HOMO and LUMO (Ha): 0.29369
Molecular weight (g mol⁻¹): 109.00

Last columns: bonded neighbours and bond lengths (Å).
CARTESIAN COORDINATES (ANGSTROEM)
1 C -1.32770 0.92857 -1.20845  O3 1.409, H6 1.090, H7 1.093, H8 1.092
2 N 1.40320 -0.68471 0.83788  P4 1.565, P5 1.663
3 O -0.31790 0.58274 -0.28886  C1 1.409, P5 1.647
4 P 2.41868 -1.60602 1.59168  N2 1.565, H9 1.427
5 P -0.15662 -0.93835 0.32075  N2 1.663, O3 1.647, H10 1.421
6 H -0.98535 1.82519 -1.72552  C1 1.090
7 H -2.26495 1.14889 -0.69041  C1 1.093
8 H -1.50605 0.13621 -1.93888  C1 1.092
9 H 3.50825 -0.68779 1.52106  P4 1.427
10 H -0.77155 -0.70473 1.58074  P5 1.421


--- B ---
ORCA calculation (wB97M-V/def2-TZVPD) on a single CH5NOP2 molecule.

Properties
Multiplicity: 1
HOMO energy (eV): -8.79
Structure (SMILES): [H]/P=N/POC
Gap between HOMO and LUMO (Ha): 0.29405
Molecular weight (g mol⁻¹): 109.00

Last columns: bonded neighbours and bond lengths (Å).
CARTESIAN COORDINATES (ANGSTROEM)
1 C 0.30935 -1.80212 0.24326  O3 1.438, H6 1.225, H7 1.192, H8 1.047
2 N -0.67819 1.56416 -0.42497  P4 1.585, P5 1.862
3 O -0.09651 -0.63540 0.97993  C1 1.438, P5 1.624
4 P -0.21300 2.83183 -1.25561  N2 1.585, H9 1.472
5 P 0.39134 0.91315 0.95273  N2 1.862, O3 1.624, H10 1.367
6 H 1.50853 -2.02155 0.36498  C1 1.225
7 H 0.00430 -1.74287 -0.90736  C1 1.192
8 H -0.25214 -2.60816 0.60593  C1 1.047
9 H -0.57289 2.36176 -2.60301  P4 1.472
10 H -0.40081 1.13920 2.04412  P5 1.367


Which of them is the most stable? Correct choice: A.


--- A ---
ORCA calculation (wB97M-V/def2-TZVPD) on an isolated ion of composition C3H10N3S and charge +1.

Properties
Multiplicity: 1
HOMO energy (eV): -13.05
Structure (SMILES): C/C=[N+](/N)SCN
Gap between HOMO and LUMO (Ha): 0.32458
Charge: +1
Molecular weight (g mol⁻¹): 120.20

Last columns: bonded neighbours and bond lengths (Å).
CARTESIAN COORDINATES (ANGSTROEM)
1 C 2.18139 0.56905 -0.11588  N6 1.355, S7 1.947, H8 1.095, H9 1.078
2 C -1.72841 -0.37384 -0.03462  C3 1.567, N4 1.263, H10 1.149
3 C -2.51914 0.90399 0.41142  C2 1.567, H11 1.111, H12 1.128, H13 1.024
4 N -0.49628 -0.22273 -0.26922  C2 1.263, N5 1.609, S7 1.638
5 N 0.42819 -1.43957 -0.77282  N4 1.609, H14 1.069, H15 1.017
6 N 2.32642 -0.24607 0.95734  C1 1.355, H16 1.068, H17 0.999
7 S 0.34398 1.18233 -0.31410  C1 1.947, N4 1.638
8 H 2.68676 1.53775 -0.04178  C1 1.095
9 H 2.53895 0.16314 -1.04808  C1 1.078
10 H -2.32571 -1.29935 -0.35984  C2 1.149
11 H -3.09080 0.36617 1.19818  C3 1.111
12 H -3.09478 1.33507 -0.45779  C3 1.128
13 H -2.03959 1.74201 0.75252  C3 1.024
14 H -0.38491 -2.11300 -0.94222  N5 1.069
15 H 0.83974 -0.98658 -1.58461  N5 1.017
16 H 1.95889 -1.22229 0.72992  N6 1.068
17 H 2.37530 0.10391 1.89155  N6 0.999


--- B ---
ORCA calculation (wB97M-V/def2-TZVPD) on an isolated ion of composition C3H10N3S and charge +1.

Properties
Multiplicity: 1
HOMO energy (eV): -13.29
Gap between HOMO and LUMO (Ha): 0.33678
Charge: +1
Molecular weight (g mol⁻¹): 120.20

Last columns: bonded neighbours and bond lengths (Å).
CARTESIAN COORDINATES (ANGSTROEM)
1 C 0.56741 -0.23011 -1.14217  N4 1.411, N5 1.468, H8 1.075, H9 1.123
2 C 0.53676 -1.50499 0.91554  N4 1.231, S7 1.716, H10 1.093
3 C -2.02176 -0.25417 0.81813  S7 1.804, H11 1.071, H12 1.056, H13 1.180
4 N 0.85162 -1.28922 -0.25501  C1 1.411, C2 1.231, H14 1.018
5 N 1.29321 0.98399 -0.74811  C1 1.468, N6 1.331, H15 1.024
6 N 0.58939 1.78340 0.04961  N5 1.331, H16 1.049, H17 1.068
7 S -0.88786 -1.22674 1.83015  C2 1.716, C3 1.804
8 H 0.76857 -0.51100 -2.15986  C1 1.075
9 H -0.45900 0.17950 -0.94450  C1 1.123
10 H 1.08626 -2.25802 1.48576  C2 1.093
11 H -2.45233 -0.76740 -0.01721  C3 1.071
12 H -1.64134 0.69164 0.54270  C3 1.056
13 H -3.01979 -0.07363 1.42193  C3 1.180
14 H 1.67707 -1.74930 -0.63350  N4 1.018
15 H 1.94234 1.22718 -1.50245  N5 1.024
16 H 0.21658 2.59505 -0.50052  N6 1.049
17 H 0.95288 2.40382 0.83951  N6 1.068


--- C ---
ORCA calculation (wB97M-V/def2-TZVPD) on a 2-piece molecular cluster, C3H10N3S overall.

Properties
Multiplicity: 1
HOMO energy (eV): -14.23
Gap between HOMO and LUMO (Ha): 0.35876
Charge: +1
Molecular weight (g mol⁻¹): 120.20

Last columns: bonded neighbours and bond lengths (Å).
CARTESIAN COORDINATES (ANGSTROEM)
1 C 0.76140 -0.87171 -0.45387  C2 1.486, C3 1.567, N4 1.240
2 C 0.70395 -1.88740 0.62967  C1 1.486, H8 1.089, H9 1.099, H10 1.101
3 C 1.43799 0.50593 -0.13596  C1 1.567, N6 1.294, S7 1.746
4 N 0.17123 -1.11774 -1.51624  C1 1.240, H11 1.034
5 N -2.14602 1.09641 0.07640  H12 1.050, H13 1.068, H16 1.019
6 N 0.57971 1.45339 0.06476  C3 1.294, H14 0.999, H15 1.105
7 S 3.15390 0.82106 -0.05940  C3 1.746, H17 1.292
8 H 0.50121 -2.86934 0.20530  C2 1.089
9 H 1.68985 -2.09251 1.06929  C2 1.099
10 H -0.00120 -1.44941 1.35262  C2 1.101
11 H 0.07272 -0.40212 -2.25676  N4 1.034
12 H -2.63839 0.49302 -0.62794  N5 1.050
13 H -2.75321 1.93118 0.35013  N5 1.068
14 H 0.95473 2.37907 0.06815  N6 0.999
15 H -0.48712 1.37420 -0.21246  N6 1.105
16 H -1.97808 0.48893 0.87662  N5 1.019
17 H 3.57875 -0.25564 -0.63374  S7 1.292


Which of them is the most stable? Correct choice: C.


--- A ---
ORCA calculation (wB97M-V/def2-TZVPD) on a 4-piece molecular cluster, C2H10O4 overall.

Properties
Multiplicity: 1
HOMO energy (eV): -10.41
Structure (SMILES): CC=O.O.O.O
Gap between HOMO and LUMO (Ha): 0.41489
Molecular weight (g mol⁻¹): 98.10

Last columns: bonded neighbours and bond lengths (Å).
CARTESIAN COORDINATES (ANGSTROEM)
1 O 0.79413 -2.14465 1.28991  C2 1.220
2 C 1.68493 -1.35335 1.02631  O1 1.220, C3 1.514, H4 1.147
3 C 1.47979 -0.09451 0.21064  C2 1.514, H5 1.038, H6 1.109, H7 1.115
4 H 2.74556 -1.54546 1.41936  C2 1.147
5 H 1.73796 0.72770 0.78905  C3 1.038
6 H 0.44417 -0.02285 -0.17937  C3 1.109
7 H 2.12210 -0.09086 -0.70034  C3 1.115
8 H -0.93651 -1.62029 1.00097  O10 0.940
9 H -2.31664 -2.02907 0.59285  O10 0.941
10 O -1.78137 -1.27658 0.77453  H8 0.940, H9 0.941
11 H -2.46665 1.75518 -0.02174  O13 0.974
12 H -1.90844 0.32766 -0.02380  O13 0.981
13 O -1.94761 1.14078 -0.57177  H11 0.974, H12 0.981
14 H 0.27707 2.36534 -2.58619  O16 0.949
15 H -0.39255 1.77857 -1.32067  O16 0.985
16 O 0.46406 2.08239 -1.69972  H14 0.949, H15 0.985


--- B ---
ORCA calculation (wB97M-V/def2-TZVPD) on a 4-piece molecular cluster, C2H10O4 overall.

Properties
Multiplicity: 1
HOMO energy (eV): -10.24
Structure (SMILES): CC=O.O.O.O
Gap between HOMO and LUMO (Ha): 0.39955
Molecular weight (g mol⁻¹): 98.10

Last columns: bonded neighbours and bond lengths (Å).
CARTESIAN COORDINATES (ANGSTROEM)
1 O 1.55282 -0.54464 0.42672  C2 1.229
2 C 1.55866 0.31408 -0.45288  O1 1.229, C3 1.470, H4 1.137
3 C 2.62702 0.23151 -1.45991  C2 1.470, H5 1.143, H6 1.099, H7 1.138
4 H 0.82518 1.18260 -0.43560  C2 1.137
5 H 2.29719 0.61109 -2.48594  C3 1.143
6 H 3.05013 -0.76362 -1.65484  C3 1.099
7 H 3.41878 0.90599 -0.99706  C3 1.138
8 H 0.08258 -2.11964 1.66218  O10 1.012
9 H -0.95196 -1.86545 0.53304  O10 0.970
10 O -0.89704 -2.22691 1.43133  H8 1.012, H9 0.970
11 H -2.89155 0.57886 1.85014  O13 1.005
12 H -1.87993 -0.60469 1.75483  O13 1.003
13 O -2.48224 -0.04755 1.17855  H11 1.005, H12 1.003
14 H -1.89823 1.71546 -1.90836  O16 0.945
15 H -1.40085 1.62278 -0.60204  O16 0.952
16 O -1.39422 2.25198 -1.31655  H14 0.945, H15 0.952


Which of them is the most stable? Correct choice: A.